{"formula": "C55H134N6O15", "method": "wB97M-V/def2-TZVPD", "total_charge": 0, "gap_ev": 8.164, "total_energy_ha": -3632.44089, "multiplicity": 1, "species": ["C", "O", "C", "C", "N", "C", "C", "O", "C", "H", "H", "H", "H", "H", "H", "H", "H", "H", "H", "H", "H", "H", "H", "H", "C", "O", "C", "C", "N", "C", "C", "O", "C", "H", "H", "H", "H", "H", "H", "H", "H", "H", "H", "H", "H", "H", "H", "H", "C", "C", "C", "C", "C", "C", "N", "O", "C", "C", "C", "H", "H", "H", "H", "H", "H", "H", "H", "H", "H", "H", "H", "H", "H", "H", "H", "H", "H", "H", "C", "C", "C", "C", "C", "C", "N", "O", "C", "C", "C", "H", "H", "H", "H", "H", "H", "H", "H", "H", "H", "H", "H", "H", "H", "H", "H", "H", "H", "H", "C", "C", "C", "C", "C", "C", "N", "O", "C", "C", "C", "H", "H", "H", "H", "H", "H", "H", "H", "H", "H", "H", "H", "H", "H", "H", "H", "H", "H", "H", "C", "C", "C", "C", "C", "C", "N", "O", "C", "C", "C", "H", "H", "H", "H", "H", "H", "H", "H", "H", "H", "H", "H", "H", "H", "H", "H", "H", "H", "H", "C", "O", "H", "H", "H", "H", "C", "O", "H", "H", "H", "H", "C", "O", "H", "H", "H", "H", "C", "O", "H", "H", "H", "H", "C", "O", "H", "H", "H", "H", "C", "O", "H", "H", "H", "H", "C", "O", "H", "H", "H", "H"], "positions_angstrom": [[0.9014, 10.3187, 2.0563], [2.1902, 9.9513, 2.6443], [3.0253, 8.9195, 1.9966], [2.3994, 7.5032, 2.0077], [1.6680, 7.1591, 0.8579], [1.1959, 5.8059, 1.0364], [0.4353, 5.1486, -0.1250], [1.2129, 4.5855, -1.1339], [2.0173, 5.4672, -1.8997], [0.2274, 9.5376, 2.4080], [0.9361, 10.3315, 0.9670], [0.6436, 11.3586, 2.2573], [4.0175, 8.9393, 2.4474], [3.1670, 9.1521, 0.9412], [1.7224, 7.6236, 2.8535], [3.0944, 6.6864, 2.2024], [2.2053, 7.2456, 0.0070], [0.4883, 5.9520, 1.8525], [1.9599, 5.1103, 1.3838], [-0.2979, 5.8344, -0.5497], [-0.0955, 4.3112, 0.3279], [2.9820, 5.7128, -1.4556], [1.5825, 6.3654, -2.3383], [2.4055, 4.8701, -2.7248], [-1.3996, 2.8566, -7.3304], [-1.1914, 1.6575, -6.5985], [-0.1787, 1.7417, -5.5627], [-0.1861, 0.4760, -4.5974], [-1.3728, 0.3167, -3.7846], [-1.1241, -0.8197, -2.8217], [-1.4684, -2.1662, -3.5100], [-1.9599, -3.1242, -2.5934], [-2.3323, -4.3296, -3.2841], [-2.1859, 3.4802, -6.9051], [-1.6581, 2.6004, -8.3579], [-0.5217, 3.4970, -7.4153], [-0.2268, 2.6689, -4.9916], [0.7843, 1.7981, -6.0702], [0.6849, 0.6854, -3.9765], [0.1128, -0.3475, -5.2460], [-1.4756, 1.2346, -3.3759], [-1.8202, -0.6560, -1.9991], [-0.1227, -1.0274, -2.4447], [-0.5891, -2.4360, -4.0950], [-2.3354, -2.0942, -4.1667], [-2.4199, -5.1145, -2.5328], [-1.4861, -4.7189, -3.8501], [-3.1924, -4.2417, -3.9479], [4.5904, 2.6018, 0.4812], [5.0773, 1.6078, -0.5536], [3.8392, 1.1331, -1.3485], [3.4738, 2.1267, -2.3969], [4.6881, 2.3863, -3.3376], [5.9694, 2.9303, -2.4687], [6.2242, 2.0725, -1.3494], [7.4225, 2.1826, -0.7281], [7.0871, 2.8761, -3.4257], [5.9081, 4.3764, -1.9285], [5.4934, 0.3624, 0.2464], [5.3624, 3.1700, 1.0002], [3.9357, 2.2192, 1.2642], [4.0500, 3.4552, 0.0716], [4.0016, 0.1632, -1.8185], [3.0335, 1.0187, -0.6233], [3.0677, 3.0419, -1.9662], [2.6234, 1.7925, -2.9911], [4.3564, 3.0644, -4.1239], [4.9072, 1.3972, -3.7397], [8.0249, 3.2078, -2.9801], [7.2997, 1.8484, -3.7204], [7.0708, 3.5634, -4.2716], [4.9546, 4.8929, -2.0389], [6.1441, 4.4822, -0.8696], [6.6483, 5.0081, -2.4197], [4.6591, -0.2060, 0.6575], [6.3163, 0.4117, 0.9595], [5.9820, -0.2361, -0.5224], [8.0009, 1.7804, -1.3802], [-6.9798, 4.0884, 5.2533], [-6.4913, 2.9833, 4.3311], [-6.6125, 3.5687, 2.8722], [-5.6299, 2.9159, 1.7454], [-4.2945, 3.0189, 2.4378], [-4.1256, 2.1602, 3.7108], [-5.1092, 2.6847, 4.6991], [-4.9613, 1.9624, 5.9876], [-4.1390, 0.6443, 3.4461], [-2.7870, 2.5761, 4.2881], [-7.3508, 1.6994, 4.3874], [-6.2536, 4.8992, 5.3115], [-6.9603, 3.6655, 6.2577], [-7.9083, 4.4948, 4.8523], [-7.5334, 3.4036, 2.3128], [-6.4332, 4.6386, 2.9785], [-5.6743, 3.5253, 0.8428], [-5.8246, 1.8672, 1.5208], [-3.9908, 4.0145, 2.7614], [-3.5280, 2.6769, 1.7425], [-4.2441, 0.1273, 4.3999], [-5.0262, 0.3758, 2.8726], [-3.2466, 0.2936, 2.9277], [-1.9248, 2.3628, 3.6563], [-2.6929, 3.6251, 4.5690], [-2.4313, 1.9909, 5.1361], [-7.6278, 1.5333, 5.4284], [-6.7520, 0.8234, 4.1380], [-8.2118, 1.6827, 3.7192], [-4.3755, 2.5501, 6.4702], [-0.4166, -7.4851, 4.9083], [-0.6156, -6.1973, 4.0240], [-0.2938, -6.6125, 2.5850], [-1.4271, -7.2102, 1.7578], [-2.6230, -6.2821, 1.8941], [-3.0939, -6.0997, 3.4002], [-1.9937, -5.6418, 4.2129], [-2.3984, -5.3200, 5.4653], [-4.1134, -4.9602, 3.1831], [-3.8051, -7.4076, 3.8951], [0.3962, -5.0838, 4.3802], [0.2272, -7.4572, 5.7873], [-0.1692, -8.3579, 4.3039], [-1.3607, -7.6277, 5.4340], [-0.1034, -5.6764, 2.0600], [0.5631, -7.2594, 2.3972], [-1.7428, -8.1519, 2.2068], [-1.1768, -7.4272, 0.7193], [-3.4406, -6.6745, 1.2894], [-2.2510, -5.4818, 1.2543], [-4.7739, -5.0350, 2.3193], [-4.6866, -4.8732, 4.1062], [-3.7008, -3.9559, 3.0872], [-3.1308, -8.1849, 4.2546], [-4.4422, -7.1061, 4.7265], [-4.5769, -7.9753, 3.3754], [0.0355, -4.6998, 5.3344], [0.2962, -4.3120, 3.6170], [1.4381, -5.4023, 4.3480], [-2.4300, -6.1045, 6.0176], [4.9867, -2.1673, -3.6058], [3.7718, -3.0836, -3.3236], [3.7953, -4.2100, -4.4043], [2.8439, -5.3969, -4.1437], [2.9922, -6.0280, -2.7584], [3.1536, -4.9987, -1.6519], [3.9470, -3.7457, -1.9655], [3.8106, -2.8218, -1.0189], [1.7008, -4.7457, -1.0831], [3.9141, -5.7482, -0.5476], [2.4863, -2.2509, -3.5550], [5.0197, -1.3641, -2.8696], [5.0573, -1.9044, -4.6612], [5.9625, -2.6464, -3.5261], [3.6357, -3.7036, -5.3562], [4.7920, -4.6479, -4.4580], [2.9246, -6.1129, -4.9616], [1.8169, -5.0377, -4.2104], [3.9029, -6.5992, -2.9385], [2.1730, -6.7375, -2.6417], [1.6267, -4.1013, -0.2071], [1.2195, -4.3484, -1.9767], [1.1148, -5.5686, -0.6736], [3.5905, -6.7549, -0.2831], [4.9973, -5.6687, -0.6392], [3.7713, -5.1923, 0.3791], [2.3594, -1.7028, -2.6214], [1.6050, -2.8920, -3.5377], [2.4316, -1.7555, -4.5244], [4.0001, -3.3386, -0.2323], [-4.1035, 1.4866, -5.2721], [-4.0511, 0.5207, -4.2799], [-3.4576, 2.2980, -4.9366], [-3.7300, 1.0220, -6.1847], [-5.0778, 1.9186, -5.5005], [-3.1743, 0.1300, -4.2724], [0.3481, 0.8760, -0.3228], [1.0387, -0.0326, 0.5220], [0.6300, 0.9001, -1.3755], [-0.7222, 0.6815, -0.3922], [0.4025, 1.8939, 0.0633], [0.4395, -0.6294, 0.9762], [-6.2856, 0.1830, -1.5763], [-6.3797, 0.0298, -2.9256], [-5.3395, 0.0951, -1.0421], [-6.7352, 1.1390, -1.3078], [-6.9147, -0.5292, -1.0423], [-5.4962, 0.1726, -3.2730], [3.3673, -1.3207, 2.6199], [2.5557, -2.0692, 1.7499], [3.1221, -0.2782, 2.4172], [3.0775, -1.6364, 3.6221], [4.3932, -1.5830, 2.3612], [2.1970, -1.3857, 1.1791], [-0.2028, -1.1565, 5.2415], [0.9791, -0.4793, 5.4967], [-1.0570, -0.8615, 5.8508], [-0.5850, -1.3159, 4.2332], [0.1071, -2.1341, 5.6108], [1.4525, -1.0859, 6.0708], [-2.2716, 3.8601, -2.7125], [-0.9282, 4.1741, -2.6288], [-2.7284, 2.9277, -2.3807], [-2.6580, 4.6749, -2.1003], [-2.6949, 4.1975, -3.6585], [-0.5236, 4.0749, -1.7639], [-0.9683, -2.9758, 1.1927], [-1.0372, -1.9526, 0.2843], [-0.5471, -2.5815, 2.1174], [-1.9470, -3.3798, 1.4516], [-0.2570, -3.7173, 0.8290], [-1.3407, -2.2250, -0.5847]], "forces_ev_per_angstrom": [[1.54, -1.18, -0.37], [0.71, -0.20, -0.66], [-1.27, 0.29, -0.69], [0.71, 1.62, 1.58], [-0.85, -0.11, -1.83], [-1.16, 0.09, -0.31], [0.11, 0.77, 1.24], [0.85, 0.25, -0.46], [1.06, -0.84, -0.82], [-0.65, 0.58, -0.17], [0.17, -0.55, -0.23], [0.07, -0.27, 0.97], [-0.35, 0.16, 0.41], [0.04, 0.51, -0.22], [-0.23, -0.73, 0.26], [0.66, 0.22, 0.61], [0.30, 0.10, 0.04], [-0.26, -0.68, 0.20], [0.38, -0.19, 0.04], [-0.12, 0.28, -0.02], [-0.16, -0.11, -0.04], [-0.19, 0.34, 0.94], [-0.67, -0.04, 0.40], [-0.53, -0.10, -0.35], [0.20, -0.06, -0.11], [0.53, 0.15, 0.79], [-0.72, -0.85, -0.14], [1.03, 2.14, -2.16], [1.48, -1.49, -0.16], [-1.77, -0.36, -0.52], [-1.44, 0.98, -0.34], [0.69, -0.80, 0.20], [1.24, -0.29, 0.82], [-0.22, -0.10, 0.19], [-0.21, -0.19, 0.10], [0.40, -0.13, 0.24], [-0.55, 0.16, 0.24], [0.33, -0.30, 0.06], [0.32, -0.15, 0.30], [-0.62, -0.50, 0.26], [-0.30, -0.12, 0.90], [0.08, -0.16, 0.17], [0.36, 1.08, 0.12], [0.05, -0.77, 0.06], [0.27, 0.85, -0.76], [-0.75, 0.25, 0.16], [0.20, 0.35, -0.50], [-0.16, 0.26, 0.25], [-0.30, 2.20, 0.54], [0.37, -0.80, 2.19], [0.60, 0.37, -0.08], [-0.11, 0.83, -1.07], [-0.39, 0.32, 2.77], [-1.59, 1.07, -0.46], [-3.77, -2.89, -1.89], [1.12, 0.81, 0.81], [2.54, -0.31, -0.60], [-0.48, 1.20, -0.29], [1.24, -0.90, -1.13], [0.66, -0.58, 0.12], [0.03, -0.53, -0.16], [-0.47, -0.08, -0.56], [0.22, -0.10, 0.12], [0.06, -0.12, 0.03], [0.40, 0.17, 0.24], [-0.05, -0.38, -0.23], [0.59, 0.19, -0.04], [0.53, 0.16, -0.27], [0.16, 0.05, 0.52], [-0.25, -0.08, -0.49], [-0.82, -0.28, -0.22], [-0.22, -0.17, -0.23], [0.07, -0.54, 0.02], [-0.05, 0.08, -0.21], [0.02, 0.32, -0.10], [-0.35, 0.84, 0.42], [-0.27, -0.69, -0.16], [0.51, -0.25, 0.33], [0.49, -0.39, 0.23], [-0.77, -0.87, -1.44], [1.37, -1.29, -1.76], [-0.15, 1.63, 2.92], [1.18, -0.94, -0.45], [-0.05, 0.62, 0.33], [1.30, 0.04, 0.09], [-0.93, 0.47, -1.65], [-0.80, 0.32, 0.35], [1.78, -0.53, 0.44], [0.27, -0.21, 0.68], [0.11, 0.04, -0.42], [-0.88, 0.20, 0.16], [-0.30, -0.17, 0.67], [-0.87, 0.21, 1.29], [0.22, 0.03, -0.56], [-0.04, -0.13, -0.01], [-0.44, 0.12, 0.00], [-0.46, 0.34, -0.37], [0.43, -0.05, 0.01], [0.23, -0.06, 0.04], [0.11, -0.11, -0.21], [0.01, 0.14, -0.01], [-0.22, 0.12, -0.87], [-0.44, 0.06, -0.09], [-0.71, -0.13, 0.52], [-0.41, -0.08, -0.05], [0.11, 0.11, -0.18], [-0.12, 0.30, 0.25], [0.02, 0.15, 0.06], [-0.84, 0.49, 0.61], [1.06, -1.22, 1.14], [-0.96, 0.79, -2.00], [-1.00, -0.93, 1.64], [0.99, -1.33, -0.61], [-0.55, 0.18, -3.83], [0.86, -0.21, -2.95], [0.29, 0.80, 1.32], [-0.58, 0.58, 1.63], [-0.24, 0.30, 1.15], [-1.16, -0.14, -0.15], [0.74, 0.50, -0.42], [-0.16, 0.00, 0.18], [-0.30, -0.66, -0.30], [0.44, 0.18, -0.13], [0.36, 0.21, 0.99], [0.22, -0.52, -0.05], [0.26, 0.24, 0.02], [-0.36, -0.17, 0.40], [-0.58, 1.29, 0.99], [-0.05, -0.70, 0.15], [-0.56, 0.01, -0.09], [0.79, -0.22, -0.05], [0.28, 0.23, 0.03], [0.34, 0.12, 0.66], [0.31, 0.55, -1.34], [0.68, 0.24, 0.17], [-0.07, 0.22, 0.15], [-0.13, -0.24, 0.41], [-0.08, -0.65, 0.23], [0.39, -0.66, 0.51], [0.49, -1.30, -0.94], [0.30, -0.45, 0.98], [-1.21, 1.43, -0.36], [1.43, 0.53, -2.65], [-1.09, -1.29, 1.88], [-0.16, -2.96, -4.82], [-0.70, 2.01, 2.53], [0.42, 0.79, -0.62], [0.64, 1.34, 1.33], [-0.29, -1.26, 1.49], [-0.11, 0.42, -0.52], [-0.77, 0.78, 0.05], [-0.13, -0.70, 0.62], [-0.28, -0.25, -0.14], [0.34, 0.17, 0.09], [0.19, -0.23, 0.16], [-0.28, 0.24, -0.22], [0.29, -0.30, 0.90], [0.06, 0.18, 0.60], [0.53, 0.85, -0.45], [-0.86, 0.33, 0.49], [0.49, -0.89, -0.71], [-0.10, -0.02, -0.59], [0.09, -0.52, -0.65], [-0.27, 0.08, 0.48], [-0.05, 1.07, -0.45], [-0.02, -0.40, -0.13], [0.47, 0.54, 0.39], [0.13, 0.63, 0.78], [0.91, 0.46, -0.82], [-1.85, -0.81, 1.11], [0.17, 0.39, -0.57], [0.14, 0.51, -0.29], [-0.31, -0.48, 0.59], [0.74, 0.09, -0.03], [-1.10, 0.35, 0.23], [0.56, 0.55, -0.44], [0.87, -0.33, 0.12], [-0.13, -0.42, 0.40], [0.42, 0.10, 0.10], [-0.66, 0.01, -0.43], [-1.47, 0.50, 2.35], [0.40, -0.66, -1.06], [0.64, 0.06, -0.67], [0.20, 0.46, 0.35], [-0.22, -0.41, -0.17], [0.38, 0.04, -0.81], [-0.23, -0.49, 0.01], [-0.75, -0.44, -0.74], [0.55, 0.25, 0.63], [0.48, 0.44, 0.27], [0.31, 0.44, 0.56], [-0.24, -0.36, -0.74], [-0.76, -2.47, 1.11], [0.98, 1.56, -0.37], [0.02, 0.50, 0.12], [0.71, 0.67, -0.43], [-1.32, -0.85, -0.36], [0.35, 0.59, -0.10], [-1.66, 2.71, 0.98], [1.74, -1.22, -1.48], [0.69, -0.46, -0.07], [-1.33, -0.35, 0.63], [0.50, -0.69, -0.52], [-0.18, -0.24, -0.09], [0.31, -0.91, 0.84], [-0.17, 2.07, -0.83], [0.06, 0.09, 0.06], [0.01, -0.30, -0.14], [-0.23, -0.54, 0.20], [-0.11, -0.51, -0.05]]}